Record 1
Here is a 2-piece molecular cluster, C8H17BO6SSi overall in a non-equilibrium geometry from the OMol25 dataset. Energies are from ωB97M-V with the def2-TZVPD basis set.

Summary:
electronic energy	-40239.552	eV
Kohn-Sham gap	9.4	eV
structure (SMILES)	C#CCCC[SiH2]B(O)OC.O=S1(=O)OCCO1
total charge	0

Element x y z (Å)
C (0.57997, -1.15366, 2.86149)
C (0.32225, -0.94144, 1.47560)
C (0.23431, -0.83815, -0.19067)
C (1.52545, -1.51349, -0.94253)
C (2.33447, -0.49355, -1.96014)
Si (3.59519, 0.67048, -1.07753)
B (2.85831, 2.39481, -0.55441)
O (1.68127, 2.94493, -1.25600)
O (3.44545, 3.16734, 0.55789)
C (3.07376, 4.60228, 0.48643)
H (0.80143, -1.02534, 4.02631)
H (-0.00404, 0.27158, -0.52922)
H (-0.71844, -1.49546, -0.48215)
H (1.11575, -2.39414, -1.63498)
H (2.23920, -2.04900, -0.15380)
H (2.98292, -1.20313, -2.66794)
H (1.58585, 0.06483, -2.69374)
H (4.73512, 0.94368, -1.99037)
H (4.22128, 0.02584, 0.10544)
H (0.96557, 2.23661, -1.29143)
H (3.61601, 5.23444, 1.34167)
H (3.38983, 5.10886, -0.52882)
H (1.90451, 4.69381, 0.69483)
O (-2.97270, -1.94949, 2.77469)
S (-3.06947, -2.34657, 1.38758)
O (-2.14086, -3.26034, 0.76379)
O (-3.16033, -0.99698, 0.47750)
C (-4.36911, -1.01461, -0.27995)
C (-5.35728, -1.83181, 0.54795)
O (-4.58474, -2.88628, 1.11722)
H (-4.16282, -1.49990, -1.23937)
H (-4.72287, 0.00455, -0.45727)
H (-6.17365, -2.23468, -0.05621)
H (-5.77157, -1.23598, 1.36812)

Cartesian forces (eV/Å) of the 3 atoms listed first:
C -1.6 2.3 -9.4
C 2.3 -1.2 8.6
C -0.9 -1.1 1.2

How is the electron density shared among the atoms? According to natural (NBO), the charges in e are: -0.30, -0.06, -0.46, -0.41, -0.85, 0.74, 0.77, -0.94, -0.72, -0.29, 0.29, 0.22, 0.26, 0.22, 0.24, 0.25, 0.24, -0.14, -0.13, 0.50, 0.20, 0.19, 0.20, -0.87, 2.50, -0.88, -0.68, -0.10, -0.10, -0.67, 0.19, 0.21, 0.21, 0.19

Record 2
Here is C8H17Cl2NaP as an isolated structure in a non-equilibrium geometry from the OMol25 dataset. Energies are from ωB97M-V with the def2-TZVPD basis set.

Summary:
electronic energy	-47308.477	eV
Kohn-Sham gap	7.8	eV
total charge	+1

Element x y z (Å)
C (1.00340, -3.15134, 2.25145)
C (-0.19557, -3.66556, 1.20544)
C (0.04085, -3.02364, -0.28667)
C (-0.94826, -1.69198, -0.46856)
C (-0.35393, -0.68101, -1.65934)
P (-0.25489, 1.14268, -1.00156)
C (-0.21058, 2.83719, -0.12128)
Cl (-1.40695, 3.07581, 1.32593)
C (0.72294, 3.95543, -0.50669)
C (0.68436, 5.35626, 0.39831)
Cl (1.88272, 3.68321, -1.95250)
H (0.76359, -2.01144, 2.49811)
H (2.06587, -3.17642, 1.76166)
H (0.97636, -3.72370, 3.27294)
H (-1.24695, -3.26685, 1.57943)
H (-0.20856, -4.84662, 1.22659)
H (-0.24819, -3.83068, -1.09667)
H (1.17332, -2.69026, -0.42579)
H (-0.84107, -1.08073, 0.54281)
H (-2.07779, -2.01104, -0.68297)
H (0.77046, -0.95557, -1.94939)
H (-0.98275, -0.76369, -2.65240)
H (-1.56382, 0.89880, -0.38687)
H (0.98396, 0.78571, -0.30092)
H (-0.27156, 1.70255, -2.32479)
H (1.67307, 6.00868, 0.25170)
H (0.67826, 4.98795, 1.53449)
H (-0.30036, 5.95280, 0.19815)
Na (-2.30791, 0.18345, -2.23057)

Cartesian forces (eV/Å) of the 3 atoms listed first:
C -1.0 1.0 -0.1
C 0.5 0.2 0.6
C -0.7 -0.2 0.1

How is the electron density shared among the atoms? According to natural (NBO), the charges in e are: -0.63, -0.42, -0.41, -0.45, -0.80, 0.74, -0.40, -0.04, 0.03, -0.67, -0.01, 0.20, 0.22, 0.24, 0.21, 0.23, 0.23, 0.22, 0.22, 0.21, 0.27, 0.12, -0.08, 0.04, 0.01, 0.26, 0.26, 0.26, 0.96

Record 3
Here is one molecule with the formula C8H17ClNO3P in a non-equilibrium geometry from the OMol25 dataset. Energies are from ωB97M-V with the def2-TZVPD basis set.

Summary:
electronic energy	-38015.887	eV
Kohn-Sham gap	10.5	eV
energy relative to the best compared isomer or geometry (same formula, charge and spin)	0.0	kcal/mol
structure (SMILES)	CCOP(=O)(OCC)[C@]1(Cl)CCCN1
total charge	0

Element x y z (Å)
C (0.03278, -3.06105, 0.66396)
C (-0.93767, -2.32581, -0.25603)
O (-1.25410, -1.09914, 0.32949)
P (-0.50837, 0.19705, -0.22807)
O (-0.55728, 0.34387, -1.68178)
O (-1.29374, 1.42662, 0.49541)
C (-2.71731, 1.30777, 0.37747)
C (-3.46609, 1.53790, 1.66202)
C (1.25010, 0.38278, 0.40622)
Cl (1.00966, -0.18401, 2.14284)
C (1.80533, 1.78870, 0.29738)
C (3.06808, 1.51346, -0.55163)
C (3.37765, 0.09620, -0.31556)
N (2.04155, -0.59217, -0.24505)
H (-0.05625, -2.74570, 1.64137)
H (-0.32539, -4.11263, 0.60195)
H (1.09423, -2.96312, 0.25222)
H (-1.85483, -2.94348, -0.35265)
H (-0.46780, -2.22183, -1.28588)
H (-3.12690, 1.89897, -0.38739)
H (-2.73598, 0.27004, 0.02778)
H (-3.25976, 0.82014, 2.56410)
H (-3.26346, 2.45679, 2.14628)
H (-4.53717, 1.40903, 1.48341)
H (2.13181, 2.16263, 1.22584)
H (0.96719, 2.46564, 0.00217)
H (2.81863, 1.55737, -1.55007)
H (3.81996, 2.30471, -0.46343)
H (3.98007, -0.45612, -0.85962)
H (3.70618, 0.06014, 0.80172)
H (1.80232, -0.92797, -1.15249)

Cartesian forces (eV/Å) of the 3 atoms listed first:
C 0.8 -1.9 -3.3
C 0.8 -1.8 -1.0
O 0.2 1.6 0.1

How is the electron density shared among the atoms? According to natural (NBO), the charges in e are: -0.64, -0.08, -0.80, 2.38, -1.11, -0.81, -0.07, -0.63, -0.16, -0.10, -0.46, -0.42, -0.20, -0.65, 0.23, 0.20, 0.22, 0.19, 0.19, 0.18, 0.19, 0.21, 0.22, 0.22, 0.23, 0.26, 0.21, 0.23, 0.21, 0.17, 0.39

Record 4
Here is C8H17DyP2 as an isolated structure in a non-equilibrium geometry from the OMol25 dataset. Energies are from ωB97M-V with the def2-TZVPD basis set.

Summary:
electronic energy	-51227.626	eV
spin multiplicity	6
Kohn-Sham gap (spin up / spin down)	6.5 / 4.0	eV
energy relative to the best compared isomer or geometry (same formula, charge and spin)	0.0	kcal/mol
total charge	0

Element x y z (Å)
C (0.18944, 1.06611, -1.57119)
C (1.46455, 1.63622, -1.21211)
C (2.48278, 0.64922, -1.33962)
C (1.86172, -0.55353, -1.77718)
C (0.44528, -0.33348, -1.92998)
Dy (0.02246, -0.34853, 0.63127)
P (-2.69997, 0.03121, 0.43505)
H (-0.73904, 1.60377, -1.74316)
H (1.64958, 2.69446, -1.02345)
H (3.56288, 0.81207, -1.22247)
H (-0.27683, -0.99568, -2.40356)
H (2.41258, -1.44373, -2.09298)
H (-3.46448, -0.65044, -0.56860)
H (-3.18363, 1.33944, 0.07110)
H (-3.63249, -0.19219, 1.53703)
C (1.59340, -3.29663, 3.53305)
P (0.89202, -2.27745, 2.19605)
C (-0.26583, -1.10841, 3.15304)
C (2.28399, -1.02302, 1.83459)
H (0.86598, -4.06030, 3.85320)
H (1.81149, -2.62916, 4.38003)
H (2.51255, -3.81426, 3.22252)
H (-0.01207, -1.34031, 4.19553)
H (-0.12403, -0.00532, 3.00392)
H (-1.32052, -1.36806, 2.99681)
H (2.93615, -1.10453, 2.70731)
H (2.85618, -1.32367, 0.93619)
H (2.01259, 0.06964, 1.75111)

Cartesian forces (eV/Å) of the 3 atoms listed first:
C 1.3 -1.1 -0.7
C -0.6 -0.4 -0.1
C -1.0 -0.2 -0.1

How is the electron density shared among the atoms? According to Mulliken, the charges in e are: -0.62, -0.50, -0.47, -0.58, -0.51, -0.61, -0.12, 0.58, 0.40, 0.41, 0.44, 0.40, 0.08, 0.06, 0.08, -1.22, 0.60, -0.64, -0.77, 0.36, 0.39, 0.36, 0.40, 0.26, 0.21, 0.43, 0.32, 0.28